(1)
The following is a DFT calculation (ωB97M-V/def2-TZVPD) of a cluster of 40 separate species, H80O40 in total.

Structure (XYZ):
```
120
Properties=species:S:1:pos:R:3:forces:R:3
O -1.51986 -5.60228 2.66410 -1.391 2.393 -0.230
O 4.91410 1.21186 2.07489 0.429 2.604 -4.031
O -3.12969 3.12983 -4.89174 -0.500 -0.418 0.187
H 3.30154 -3.96179 0.16054 -0.356 -0.072 -0.272
O -2.43255 4.38359 2.01936 -0.078 0.798 0.060
H -1.69195 -3.75760 -4.13495 0.839 -1.530 0.113
O -6.25589 0.01886 -0.36962 -2.343 -1.192 1.328
H 3.49157 0.86419 -2.25468 0.909 0.938 2.433
H -5.31449 2.50765 3.07190 0.582 0.717 1.306
H 4.90117 -1.32806 2.14077 -0.315 0.198 0.776
O 4.76025 -2.04737 1.54852 1.427 0.176 -1.926
O 0.66454 2.75827 2.88217 1.130 -0.219 -2.321
H 1.75932 -0.32109 4.87970 0.216 -0.375 0.578
O -0.44411 0.60193 -2.02895 2.609 -0.545 -1.854
O 3.66156 -0.15695 -4.94106 1.968 0.096 -0.006
H 0.08724 3.70944 -3.61491 -0.984 0.446 0.086
H 1.89216 0.09997 6.42035 0.064 -0.310 -0.491
H -1.92480 5.24193 1.96100 -0.494 -1.105 0.245
H -5.56178 -1.88504 1.91408 2.120 -0.561 1.008
O 3.28860 -0.82564 4.10812 3.326 -1.064 -1.018
O 1.50676 3.21390 -0.92529 1.072 -0.364 0.437
H 1.17743 -0.59516 -3.05557 3.460 -1.856 1.210
O -1.77001 1.72147 1.81419 1.078 -1.648 0.645
H -0.94470 1.05696 -1.37177 -0.167 1.114 0.557
H -3.30607 2.68075 -4.06495 -1.052 -0.113 0.559
H -2.34273 -5.43107 3.17084 0.435 -0.824 -0.257
O 1.98229 -3.08159 2.19960 1.317 0.835 0.914
H -1.27275 -2.53875 2.45559 -0.079 -1.988 -2.916
H -1.18548 4.48498 -2.88946 0.737 -0.533 -0.404
O 4.64503 3.51692 -0.80011 -0.749 -0.076 0.414
H -3.15016 -2.66709 -1.43365 -0.241 -1.932 -1.400
H 5.51951 -1.55485 -0.54548 0.005 0.397 0.215
O -2.43327 -0.42833 5.46566 1.217 -0.806 3.194
H -2.19380 3.08618 -4.77417 1.614 0.469 -0.507
H 0.38544 1.08665 -2.29957 -1.698 -0.216 0.913
O -4.72134 -2.22056 2.38807 -3.457 -2.134 -0.141
H -5.08536 -3.14829 2.70908 1.348 2.768 -0.854
H 1.22963 -3.62865 2.25744 -1.826 -1.439 -0.941
O -1.37743 -3.19436 1.61679 1.230 2.899 1.713
H 0.91192 3.82591 -0.51083 -0.642 0.302 -0.230
H 4.32328 0.74556 2.56061 -1.402 -2.093 2.748
H 0.03957 2.33272 2.25412 -0.446 -0.069 0.621
H -2.92837 -3.58329 -4.95533 0.428 0.283 2.175
H 2.40495 1.39235 0.39488 1.602 0.561 -1.397
H 4.23199 -1.20586 3.95709 -2.553 0.409 0.544
H 5.52837 3.69797 -1.06968 1.093 0.394 -0.356
H -2.12340 0.04288 -0.12171 -0.517 0.255 -0.658
H -2.55552 4.05075 0.25478 0.293 0.108 0.598
O -3.37937 0.35927 -6.04012 -0.342 2.276 -1.606
O 0.18971 -5.54657 -3.59856 -0.762 -0.479 0.195
H 1.84876 3.60283 -4.18918 -0.202 -2.128 -0.313
H 3.89518 -4.71083 -1.06620 -1.256 0.659 0.507
H 4.10638 4.26514 -1.08093 -0.051 -0.206 0.043
O -2.50497 0.81359 -0.60551 -0.406 -1.142 0.880
H 1.32814 3.18068 -1.86622 -0.443 0.085 -0.100
H 3.95254 -0.72839 -4.20978 0.342 0.079 -0.383
H -3.35416 0.42142 -0.89247 0.302 0.427 0.244
O 1.50939 2.64942 -4.20806 0.529 2.164 0.398
H 1.42451 2.64551 2.24578 -0.335 0.156 1.347
H 0.35902 -5.48524 -2.66494 -0.406 -0.707 1.201
H -1.26630 2.58131 3.84460 0.425 -0.142 0.413
H -0.90562 -0.21111 2.55058 0.594 0.478 1.321
O 1.33069 0.08653 5.63689 -0.942 0.665 0.189
H 3.65749 -2.89830 -3.10876 -0.665 -0.363 -0.379
H -1.69774 -2.03885 -1.11131 1.740 -1.010 -1.208
H -3.40593 -0.74624 -2.99766 -0.044 -0.147 0.929
H 0.74706 -4.83154 -3.81720 1.195 1.367 -1.390
O -0.29961 -4.23212 5.11686 -2.809 -1.276 -1.682
O -0.41492 5.96113 1.39639 0.918 -0.952 -1.072
H 4.59593 -2.23373 -2.24118 0.441 0.245 0.221
H -0.73058 -2.89529 0.90715 -0.897 -0.548 1.178
O 1.86187 0.79201 0.85053 -2.182 -1.683 1.994
O -1.49061 3.38887 4.31869 -1.080 -0.292 0.486
H -1.71205 0.12023 5.85609 -1.052 -0.477 -0.859
H -3.69812 3.82906 -0.58973 -2.141 -0.706 -0.259
H -1.14246 -1.26065 -3.51151 0.269 -1.078 0.285
H 0.21861 5.50990 1.97004 0.066 0.268 0.545
H 2.04642 -2.97724 3.15951 0.582 0.599 0.106
H -7.00679 0.37730 0.15487 0.970 1.559 -0.272
O -2.84168 4.17643 -0.65029 1.784 0.619 -0.636
H -2.31299 0.39850 -2.74322 1.024 0.895 2.111
O -0.72394 -0.61159 3.42945 0.531 0.044 -0.239
H 2.75270 -0.16234 -4.75633 -2.095 -0.075 0.137
O -0.69404 3.65215 -3.04283 -0.348 0.071 0.365
H -1.86793 1.51757 0.86037 -0.785 1.475 0.673
O 4.59854 -2.88200 -2.95520 0.178 0.294 0.136
H 3.52538 0.06355 4.36640 -0.158 0.696 0.415
H -2.43188 4.04984 2.93588 -0.301 0.709 -0.033
H 2.21858 2.12536 -4.58750 0.363 -0.066 -0.188
H -2.80079 -0.03009 4.71972 -0.414 1.192 -1.845
H -5.44629 1.28912 2.22307 -0.313 0.975 -0.175
O -5.72958 2.23190 2.27950 -0.215 -1.740 -1.198
O -0.56538 -2.04783 -3.31174 1.349 3.245 1.577
O -2.76923 -0.13313 -3.34110 -0.837 -0.843 -3.222
H -0.21001 -0.03283 4.05864 -0.842 -0.574 -1.490
O 5.17626 -0.70644 -0.86881 0.936 -1.111 -0.256
O 2.17094 -0.96949 -2.82358 -2.981 2.278 0.981
H -0.83343 -2.72337 -3.86663 -0.446 -0.899 -1.462
H -1.01185 4.06992 3.85743 0.934 0.165 0.078
H 2.28601 -0.03986 1.13114 0.217 0.871 -0.489
H -6.74022 -0.83719 -0.29403 1.431 -0.340 -1.040
H 2.42886 -0.53674 -1.93776 -0.775 -0.974 -1.655
O 3.04878 -4.33700 -0.69623 1.466 -0.635 -0.431
H -2.00336 2.57782 2.18031 -0.470 0.226 -1.624
O 0.73978 -2.58951 -0.59991 0.179 1.523 -0.848
H 4.25593 1.69437 -1.02968 -0.373 0.052 -0.831
O 3.56249 1.04926 -1.25144 -1.067 -0.136 -2.194
H -3.28365 -0.46048 -5.60915 0.386 -0.703 1.460
H -3.24172 1.16815 -5.48800 -0.122 -1.498 -0.297
H -0.96795 -3.53694 5.23621 0.640 0.434 0.439
H -0.28041 5.38387 0.60393 -0.665 0.976 0.494
H 4.82465 -0.27615 -0.08573 -0.244 -0.103 -0.054
H -1.55810 -4.69051 2.14625 0.829 -1.932 0.708
O -2.56919 -3.44961 -4.01193 -2.610 -0.158 -2.689
H 5.80700 1.47303 1.95658 0.831 -0.587 1.159
H 4.20918 -2.75965 1.81057 -1.130 -0.426 1.154
H -0.93941 -4.83760 4.55697 2.469 0.981 1.068
H 1.04603 -2.69099 -1.57016 -0.751 0.853 2.347
H 0.78618 -1.61163 -0.33446 0.201 -1.986 -1.143
O -2.61947 -2.05575 -0.99611 -1.416 2.846 2.405
```
Forces are in eV/Å.

Properties
Electronic energy ... -3057.34032 Eh
LUMO level ... -0.69 eV
Frontier orbital gap ... 9.68 eV
Strongest force on any atom ... 4.8 eV Å⁻¹

---

(2)
The following is a DFT calculation (ωB97M-V/def2-TZVPD) of a cluster of 40 separate species, H80O40 in total.

Structure (XYZ):
```
120
Properties=species:S:1:pos:R:3:forces:R:3
H 2.27167 2.74040 5.28064 0.400 -0.871 1.716
H -3.53032 4.22471 -0.04904 -0.286 0.164 -0.399
O 1.33553 0.16771 -6.46372 2.609 0.028 1.375
H 3.81054 -4.30099 -0.08929 1.490 -0.149 0.176
H 1.74381 -3.04371 5.36855 -2.194 -0.632 -0.965
O -0.12023 5.17876 2.28065 -0.834 -0.184 1.655
H -1.08786 5.14118 2.51761 1.599 0.185 -0.255
H -0.28648 1.60952 -3.24051 -2.704 -0.452 -0.455
H -0.25858 4.92693 -0.83132 -0.145 0.094 -0.069
H -1.81813 -5.47260 -1.25792 0.386 1.907 0.292
H -0.95473 -1.70839 -4.24724 -0.434 -0.435 -0.303
H 0.57463 -0.17863 -6.03272 -1.671 -0.536 0.464
H -5.14521 1.20982 3.04535 -1.152 -0.538 0.383
O -1.11235 -4.73059 1.66787 0.013 -0.794 0.799
H -3.15382 1.80255 -5.11395 0.793 0.923 -1.412
H 0.80527 -1.49437 0.21566 -0.247 -2.685 -0.219
H 2.76397 4.15321 -3.56110 -0.678 0.838 2.023
H 0.97952 -1.93485 -4.59285 -0.038 0.029 2.461
O 0.52920 1.97365 -3.46354 3.210 0.171 1.677
H -2.62181 3.73745 1.07289 -0.035 -0.156 -2.345
O -2.71007 3.74028 0.05708 -0.152 -0.239 3.065
H -0.58565 -4.49962 0.89419 -0.065 0.436 0.573
H 4.74663 4.18902 1.26320 -0.258 -0.424 -0.929
H 3.37837 4.44720 -0.48501 -0.174 -0.134 0.615
O 0.75803 -2.52142 0.22940 2.035 3.693 2.667
H 2.63039 -3.40022 0.17448 -0.611 1.067 0.710
O -1.53293 -4.54974 -0.99005 0.083 -2.168 0.272
H 4.94831 -0.29262 2.56426 0.307 1.059 1.062
H -0.03670 -1.55223 2.21195 0.473 -0.289 -0.848
H -0.79307 -3.73569 4.10110 -0.960 0.097 2.220
H 0.72762 2.33751 -4.29516 -0.965 0.276 -1.720
H -2.32810 -3.08016 0.47829 1.475 -1.381 -1.854
O -5.84754 0.62460 3.43702 0.551 2.211 -0.891
H 2.53140 -0.19815 0.59076 0.077 -0.662 0.135
H -3.60695 -1.07001 3.89665 2.768 1.824 -1.546
H 3.91028 1.83331 -4.14393 -0.015 0.649 -0.563
H 4.34101 -1.93067 -5.17541 0.102 0.526 -1.210
H 2.43941 3.43991 2.97618 1.083 0.233 1.160
H -1.14798 -4.03112 2.34243 0.234 -0.106 -1.130
O -2.27223 0.27949 -2.49460 0.127 0.525 -1.199
H 3.26749 0.94151 1.02827 -0.511 -0.227 1.010
H -1.17864 1.82978 1.88416 -0.087 0.596 -0.081
H -0.24711 -2.41065 -2.13646 1.301 -0.252 -0.691
H 1.00474 0.49255 -2.57865 0.150 0.137 1.173
O -3.62155 1.24221 -4.54056 0.285 0.615 2.700
H -5.29987 -0.10719 3.63281 0.575 -1.547 0.389
O -2.86036 -2.73572 1.14139 -3.235 0.091 2.477
H 4.42480 0.34879 3.81417 -2.395 0.217 1.427
O 0.97904 0.25512 -1.60876 -0.210 -0.157 -0.649
H 3.20969 -1.71865 -1.05375 -0.028 -0.493 -0.231
O 1.39173 -3.53896 4.55080 4.790 1.148 1.727
H -0.35682 -3.93738 -3.76434 -2.147 0.417 -2.098
H 3.66236 3.52146 4.02697 1.146 -2.254 2.291
H 1.95770 4.76835 -1.13353 0.480 0.019 0.129
O 3.22351 3.92925 3.34183 -2.827 1.927 -3.116
H 2.01101 -0.01885 -5.73389 -1.024 0.711 -1.844
H -3.52886 -3.45659 1.33217 1.557 1.055 -0.353
H 2.39405 -3.64192 4.32940 -2.539 -0.583 -0.854
H -1.29097 3.83231 -0.94367 0.323 0.228 -0.257
H 5.04015 0.97255 -4.17578 1.887 -1.302 1.009
H 3.29438 -0.85222 -4.51074 0.343 0.650 -0.969
O -1.17128 -3.73895 -4.38285 2.570 -1.796 2.051
H -1.79895 -3.43737 -3.73051 -0.937 0.150 0.189
O 1.17051 -1.94017 -3.57852 2.350 -1.393 -1.926
O 5.19160 0.31987 3.31229 1.974 -1.158 -2.546
O -1.12102 -2.06040 -2.06381 -0.783 0.544 0.726
H 0.20297 1.28719 1.98107 4.109 1.306 0.589
H 0.26427 -2.82550 -0.47876 -1.675 -0.849 -2.035
H -4.38555 -3.88458 -1.15572 0.316 0.469 0.062
H 2.50118 3.10866 -4.60692 0.318 0.459 -0.089
O 3.14552 3.77191 -4.31809 0.340 -1.176 -1.776
O 0.14252 1.86925 4.35408 -0.276 1.167 0.643
O -1.50921 -0.85063 5.96181 1.764 1.490 -1.156
O 3.85279 -1.61393 -4.43577 -0.191 -1.288 2.290
O -2.98004 2.15685 3.90921 -1.728 -0.061 0.278
H 3.60797 3.44420 1.75669 0.699 0.247 -2.317
O -1.49509 -3.52215 4.81043 0.950 0.778 -2.744
H -2.71866 0.28019 3.85813 -0.462 0.173 0.489
O 4.45369 1.34875 -4.78609 -1.758 0.522 -0.415
O -3.38888 -0.32806 0.08604 1.032 2.354 0.389
H -1.03295 -0.56534 2.79430 -1.128 0.739 -0.879
O 4.03287 3.64929 0.84716 0.764 0.213 3.064
O -2.88370 -0.52282 3.36114 -3.052 -2.093 1.112
H -4.35381 -1.78975 -3.83567 -0.852 0.033 -0.920
H -3.18418 -1.40406 -3.01191 0.500 0.471 0.567
H -4.16687 0.65981 -4.99612 -1.344 -1.341 -1.560
O -0.46943 -1.27928 3.00309 1.267 -1.389 1.838
H -1.04206 -1.95488 -5.82115 -1.405 -2.122 -1.388
H -2.28334 0.60461 -1.60925 -0.250 0.085 1.191
O -0.53095 4.21402 -1.42047 0.169 0.025 0.170
H -3.55364 2.26217 4.71354 1.272 0.052 -0.928
O 2.88201 -4.23398 -0.17719 -0.856 -1.017 -0.896
H 2.07887 -2.39897 -3.54042 -1.666 1.077 -0.014
H 3.06859 -0.26043 -1.52122 0.633 -1.095 1.364
H -2.95133 0.81463 -2.95343 0.421 -0.282 -0.151
O -5.22976 -4.01426 -0.72964 -0.740 -0.660 -0.066
H 0.37083 -0.49367 -1.60685 0.517 0.211 -0.194
H 1.19330 1.66735 -0.02919 -0.252 0.421 -0.809
H -1.30566 -1.73932 5.62211 0.046 -0.032 0.275
O 2.89466 1.99596 5.24939 0.609 -0.144 -1.989
O 3.48786 -0.83769 -0.80800 -0.462 1.210 -1.612
H -4.25523 0.10506 0.11439 0.062 -0.301 -0.065
H -2.78724 0.41364 0.41494 -1.045 -1.615 -0.208
H 0.34519 5.18566 3.16427 -0.747 0.024 -1.414
O -0.63643 1.06090 1.75282 -4.371 -1.719 -1.094
H -1.04163 -1.29972 -1.45936 -0.894 -0.528 -0.372
O 2.80590 4.32094 -1.24558 -0.870 0.300 -1.687
H 1.04775 1.69090 4.09962 0.339 -0.571 -0.074
O -0.71410 -1.44741 -5.13739 1.640 3.883 0.825
H -5.26520 -3.48430 0.06625 0.315 0.302 -0.078
O -3.86879 -2.07091 -3.08018 0.446 -0.693 0.460
H -1.86126 -2.74466 4.31410 -0.033 -0.741 0.494
H -2.08619 2.43717 4.05525 0.676 0.515 0.856
H 3.23299 1.42605 5.94836 -1.019 1.026 0.614
H -1.75009 -3.90007 -1.64289 -0.519 0.336 -0.815
H -0.82585 -0.28568 5.45668 -1.550 -1.427 1.341
H 1.22626 3.25772 0.13884 -0.518 1.398 -1.762
H -0.38818 1.15461 4.02536 -0.023 -0.834 -0.494
O 2.69760 0.24315 1.43632 0.533 0.866 -0.385
O 1.38762 2.43130 0.51460 0.741 -1.615 2.605
```
Forces are in eV/Å.

Properties
Electronic energy ... -3057.35247 Eh
LUMO level ... -0.89 eV
Frontier orbital gap ... 8.94 eV
Strongest force on any atom ... 5.2 eV Å⁻¹

---

(3)
The following is a DFT calculation (ωB97M-V/def2-TZVPD) of a cluster of 5 separate species, H8IO4 in total.

Structure (XYZ):
```
13
Properties=species:S:1:pos:R:3:forces:R:3
H 8.18656 10.03258 -9.07705 0.035 -0.479 0.323
H 8.42472 11.37691 -9.73122 0.139 0.124 -0.056
O 11.73339 5.37114 -4.42847 0.425 -0.129 0.123
O 7.72706 10.78590 -9.44801 -0.234 0.251 -0.199
H 11.06963 5.66400 -5.05286 -0.368 0.165 -0.329
H 7.38215 4.02518 -9.94518 0.022 0.325 0.360
H 4.69070 8.54520 -10.41713 0.033 0.203 -0.047
H 5.56393 7.74114 -9.47753 0.400 -0.118 0.414
H 11.26446 5.29577 -3.59742 -0.154 0.008 0.127
O 4.77290 7.68131 -10.01317 -0.364 -0.120 -0.261
O 7.02397 3.43684 -10.60986 -0.183 -0.276 -0.174
H 7.74368 3.30562 -11.22713 0.149 -0.002 -0.120
I 7.91100 6.89721 -6.93340 0.098 0.047 -0.161
```
Forces are in eV/Å.

Properties
Net charge ... -1
Electronic energy ... -603.54713 Eh
LUMO level ... 3.24 eV
Frontier orbital gap ... 7.23 eV
Strongest force on any atom ... 0.6 eV Å⁻¹